ORCA calculation (ωB97M-V/def2-TZVPD) on a molecular structure, C4H6N2O at a distorted geometry.

XYZ file:
```
13
Properties=species:S:1:pos:R:3:forces:R:3
C 1.170204 -1.154515 0.486089 -3.5 0.2 0.4
C -0.726183 -0.462507 0.228596 0.6 -0.1 0.1
C -1.538055 0.535480 -0.446883 -2.7 2.2 -2.2
C 0.593100 -0.016513 -0.294901 0.1 2.0 0.3
H 1.123682 -0.816055 1.523686 0.5 -0.8 0.2
H 1.912626 -1.812921 0.179027 1.6 -0.7 -0.5
H -0.990617 -0.018670 1.258582 1.3 -1.7 -0.2
H -2.615826 0.534545 -0.744705 1.1 0.0 0.5
H 1.105908 2.091809 -0.420682 -1.3 -1.2 0.4
H 0.670333 -0.123263 -1.360700 -0.1 -0.8 -0.7
N -0.904813 1.696043 -0.480322 0.0 -2.9 -0.1
N 0.405852 1.388238 -0.063812 2.2 2.8 0.5
O -0.206211 -1.841672 0.136025 0.3 1.0 1.4
```
Forces are in eV/Å.

## Properties
- total charge = 0
- frontier orbital gap (hartree) = 0.3592
- electronic energy (eV) = -9267.89264
- LUMO level (Ha) = 0.0344
- strongest force on any atom (eV/A) = 4.162
- ΔE to the lowest compared entry with this formula, charge and spin (kJ/mol) = 541.21


ORCA calculation (ωB97M-V/def2-TZVPD) on a single C4H6N2O molecule at a distorted geometry.

XYZ file:
```
13
Properties=species:S:1:pos:R:3:forces:R:3
N 0.532239 1.995809 -0.976101 0.1 0.3 -0.3
C 0.250742 0.706750 -0.495801 -0.2 -0.2 0.3
C 0.587809 -0.557577 -0.879477 -0.2 0.3 -0.1
C 0.042101 -1.472665 0.089005 -0.4 1.1 -0.3
C -0.600198 -0.686698 1.027455 0.8 0.9 -1.5
O -1.133243 -1.032450 2.203552 1.4 -4.5 -0.6
N -0.503592 0.615110 0.674300 0.4 0.1 -0.2
H -0.156877 2.334019 -1.635403 -0.2 0.0 0.0
H 1.423328 2.036896 -1.447977 0.1 -0.1 0.1
H 1.131561 -0.807182 -1.780603 -0.1 0.0 0.1
H -0.132736 -2.508092 -0.099878 0.2 -0.6 0.3
H -0.715971 -2.021524 2.037061 -2.1 2.9 2.1
H -0.717450 1.400705 1.269891 0.1 -0.1 -0.1
```
Forces are in eV/Å.

## Properties
- total charge = 0
- frontier orbital gap (hartree) = 0.3032
- electronic energy (eV) = -9271.86100
- SMILES = Nc1ccc(O)[nH]1
- LUMO level (Ha) = 0.0328
- strongest force on any atom (eV/A) = 4.775
- ΔE to the lowest compared entry with this formula, charge and spin (kJ/mol) = 158.32


ORCA calculation (ωB97M-V/def2-TZVPD) on a single C4H6N2O molecule.

XYZ file:
```
13
Properties=species:S:1:pos:R:3:forces:R:3
C -1.820864 -0.231821 0.274009 -0.2 0.0 0.1
C -0.532952 1.030053 -1.277161 0.3 -0.2 0.2
C -0.793499 -0.402809 -0.863098 -0.2 0.1 -0.1
N 0.455442 -0.959582 -0.336272 0.2 0.5 0.0
C 1.235685 0.030961 -0.308080 -0.1 -0.3 0.1
N 2.528006 0.154004 0.088122 0.0 0.0 0.0
O 0.691405 1.245187 -0.824022 -0.1 0.0 -0.2
H -2.815199 -0.001565 -0.115246 0.2 0.0 0.0
H -1.851949 -1.146554 0.866636 0.0 0.0 -0.1
H -1.516196 0.591056 0.932299 -0.1 -0.2 -0.1
H -1.207830 -1.024695 -1.663931 0.1 0.2 0.1
H 2.812872 1.070390 0.398409 0.0 -0.1 -0.1
H 2.911162 -0.630784 0.592967 -0.1 0.1 0.0
```
Forces are in eV/Å.

## Properties
- total charge = 0
- frontier orbital gap (hartree) = 0.3598
- electronic energy (eV) = -9270.64235
- LUMO level (Ha) = 0.0284
- strongest force on any atom (eV/A) = 0.518
- ΔE to the lowest compared entry with this formula, charge and spin (kJ/mol) = 275.90